Record 1
Here is a 9-piece molecular cluster, C27H72O27S9 overall in a non-equilibrium geometry from the Open Molecules 2025 dataset. Energies are from the ωB97M-V functional and the def2-TZVPD basis.

Each atom is followed by the atoms it is bonded to, with distances in Å.
Geometry (Å):
1 O -9.89 -32.78 21.17  S2 1.482
2 S -10.90 -31.73 20.91  O1 1.482, O3 1.460, O4 1.594, C7 1.870
3 O -10.63 -30.51 20.16  S2 1.460
4 O -12.12 -32.50 20.23  S2 1.594, C5 1.434
5 C -12.35 -33.87 20.57  O4 1.434, C6 1.512, H8 1.090, H9 1.090
6 C -13.84 -34.15 20.58  C5 1.512, H10 1.090, H11 1.090, H12 1.090
7 C -11.86 -31.37 22.47  S2 1.870, H13 1.090, H14 1.090, H15 1.090
8 H -11.88 -34.25 21.48  C5 1.090
9 H -11.73 -34.39 19.84  C5 1.090
10 H -14.51 -33.43 21.05  C6 1.090
11 H -14.02 -35.16 20.96  C6 1.090
12 H -14.28 -34.20 19.59  C6 1.090
13 H -12.63 -30.62 22.29  C7 1.090
14 H -11.18 -30.95 23.22  C7 1.090
15 H -12.43 -32.15 22.98  C7 1.090
16 O -17.58 -23.31 24.21  S17 1.513
17 S -17.86 -22.78 22.82  O16 1.513, O18 1.508, O19 1.633, C22 1.963
18 O -17.01 -21.79 22.07  S17 1.508
19 O -18.07 -24.10 21.87  S17 1.633, C20 1.468
20 C -16.87 -24.63 21.21  O19 1.468, C21 1.480, H23 1.090, H24 1.090
21 C -17.13 -25.79 20.33  C20 1.480, H25 1.090, H26 1.090, H27 1.090
22 C -19.71 -22.18 22.54  S17 1.963, H28 1.090, H29 1.090, H30 1.090
23 H -16.18 -24.94 21.99  C20 1.090
24 H -16.31 -23.92 20.60  C20 1.090
25 H -16.21 -26.13 19.87  C21 1.090
26 H -17.86 -25.53 19.56  C21 1.090
27 H -17.74 -26.56 20.80  C21 1.090
28 H -19.80 -21.17 22.93  C22 1.090
29 H -20.24 -22.87 23.20  C22 1.090
30 H -20.03 -22.13 21.50  C22 1.090
31 O -18.67 -31.51 22.90  S32 1.483
32 S -17.91 -31.89 21.68  O31 1.483, O33 1.504, O34 1.678, C37 1.801
33 O -17.55 -33.32 21.41  S32 1.504
34 O -18.70 -31.20 20.38  S32 1.678, C35 1.380
35 C -18.59 -31.78 19.13  O34 1.380, C36 1.528, H38 1.090, H39 1.090
36 C -18.74 -30.63 18.13  C35 1.528, H40 1.090, H41 1.090, H42 1.090
37 C -16.34 -30.99 21.63  S32 1.801, H43 1.090, H44 1.090, H45 1.090
38 H -19.32 -32.58 19.02  C35 1.090
39 H -17.61 -32.24 19.01  C35 1.090
40 H -17.83 -30.05 18.25  C36 1.090
41 H -19.63 -30.02 18.29  C36 1.090
42 H -18.72 -31.02 17.11  C36 1.090
43 H -16.06 -30.81 20.60  C37 1.090
44 H -15.58 -31.47 22.25  C37 1.090
45 H -16.50 -30.00 22.05  C37 1.090
46 O -11.25 -26.03 16.05  S47 1.462
47 S -11.64 -27.12 15.16  O46 1.462, O48 1.464, O49 1.664, C52 1.861
48 O -10.90 -28.38 15.09  S47 1.464
49 O -13.28 -27.40 15.21  S47 1.664, C50 1.457
50 C -14.17 -26.25 15.23  O49 1.457, C51 1.481, H53 1.090, H54 1.090
51 C -15.45 -26.47 15.94  C50 1.481, H55 1.090, H56 1.090, H57 1.090
52 C -11.56 -26.51 13.41  S47 1.861, H58 1.090, H59 1.090, H60 1.090
53 H -14.28 -25.74 14.27  C50 1.090
54 H -13.73 -25.45 15.82  C50 1.090
55 H -15.25 -26.54 17.01  C51 1.090
56 H -15.92 -27.42 15.66  C51 1.090
57 H -16.16 -25.64 15.82  C51 1.090
58 H -11.69 -27.32 12.69  C52 1.090
59 H -10.56 -26.07 13.39  C52 1.090
60 H -12.35 -25.79 13.17  C52 1.090
61 O -11.04 -22.57 13.61  S62 1.483
62 S -12.47 -22.39 13.95  O61 1.483, O63 1.470, O64 1.626, C67 1.867
63 O -13.44 -23.35 13.42  S62 1.470
64 O -12.72 -22.22 15.55  S62 1.626, C65 1.456
65 C -11.91 -21.37 16.40  O64 1.456, C66 1.553, H68 1.090, H69 1.090
66 C -11.37 -22.32 17.50  C65 1.553, H70 1.090, H71 1.090, H72 1.090
67 C -12.96 -20.67 13.39  S62 1.867, H73 1.090, H74 1.090, H75 1.090
68 H -12.54 -20.57 16.79  C65 1.090
69 H -11.22 -20.85 15.74  C65 1.090
70 H -12.12 -22.92 18.00  C66 1.090
71 H -10.87 -21.69 18.24  C66 1.090
72 H -10.65 -23.02 17.07  C66 1.090
73 H -13.16 -20.71 12.32  C67 1.090
74 H -12.15 -19.98 13.64  C67 1.090
75 H -13.89 -20.41 13.89  C67 1.090
76 O -14.98 -34.43 16.85  S77 1.491
77 S -14.75 -32.98 16.58  O76 1.491, O78 1.471, O79 1.633, C82 1.872
78 O -15.51 -32.01 17.39  S77 1.471
79 O -13.19 -32.53 16.71  S77 1.633, C80 1.401
80 C -12.16 -33.31 16.17  O79 1.401, C81 1.550, H83 1.090, H84 1.090
81 C -10.78 -32.86 16.72  C80 1.550, H85 1.090, H86 1.090, H87 1.090
82 C -15.18 -32.61 14.80  S77 1.872, H88 1.090, H89 1.090, H90 1.090
83 H -12.21 -33.36 15.09  C80 1.090
84 H -12.23 -34.37 16.38  C80 1.090
85 H -10.57 -31.82 16.50  C81 1.090
86 H -10.09 -33.41 16.08  C81 1.090
87 H -10.55 -32.97 17.78  C81 1.090
88 H -15.99 -33.31 14.60  C82 1.090
89 H -14.30 -32.74 14.18  C82 1.090
90 H -15.41 -31.56 14.62  C82 1.090
91 O -6.76 -23.08 18.48  S92 1.471
92 S -7.35 -23.94 19.51  O91 1.471, O93 1.456, O94 1.613, C97 1.828
93 O -8.36 -24.83 18.95  S92 1.456
94 O -6.26 -24.72 20.40  S92 1.613, C95 1.404
95 C -6.41 -26.11 20.49  O94 1.404, C96 1.546, H98 1.090, H99 1.090
96 C -5.09 -26.77 20.97  C95 1.546, H100 1.090, H101 1.090, H102 1.090
97 C -8.17 -22.93 20.79  S92 1.828, H103 1.090, H104 1.090, H105 1.090
98 H -6.67 -26.57 19.54  C95 1.090
99 H -7.16 -26.35 21.24  C95 1.090
100 H -5.29 -27.84 20.98  C96 1.090
101 H -4.67 -26.51 21.94  C96 1.090
102 H -4.33 -26.56 20.22  C96 1.090
103 H -7.88 -21.88 20.72  C97 1.090
104 H -7.97 -23.27 21.80  C97 1.090
105 H -9.20 -23.06 20.46  C97 1.090
106 O -13.87 -24.96 18.45  S107 1.448
107 S -13.30 -26.09 19.15  O106 1.448, O108 1.445, O109 1.669, C112 1.885
108 O -13.92 -26.54 20.37  S107 1.445
109 O -13.15 -27.36 18.08  S107 1.669, C110 1.479
110 C -12.74 -28.69 18.60  O109 1.479, C111 1.584, H113 1.090, H114 1.090
111 C -14.06 -29.56 18.70  C110 1.584, H115 1.090, H116 1.090, H117 1.090
112 C -11.45 -25.82 19.40  S107 1.885, H118 1.090, H119 1.090, H120 1.090
113 H -12.12 -28.44 19.46  C110 1.090
114 H -12.15 -29.14 17.80  C110 1.090
115 H -14.86 -29.00 19.19  C111 1.090
116 H -13.87 -30.44 19.32  C111 1.090
117 H -14.38 -29.82 17.69  C111 1.090
118 H -11.22 -25.05 20.14  C112 1.090
119 H -10.95 -25.51 18.48  C112 1.090
120 H -10.84 -26.60 19.83  C112 1.090
121 O -10.01 -23.74 24.06  S122 1.463
122 S -11.28 -24.38 23.73  O121 1.463, O123 1.444, O124 1.652, C127 1.802
123 O -11.14 -25.67 23.11  S122 1.444
124 O -12.18 -24.59 25.10  S122 1.652, C125 1.444
125 C -13.27 -25.54 25.08  O124 1.444, C126 1.483, H128 1.090, H129 1.090
126 C -13.66 -25.94 26.45  C125 1.483, H130 1.090, H131 1.090, H132 1.090
127 C -12.44 -23.41 22.74  S122 1.802, H133 1.090, H134 1.090, H135 1.090
128 H -13.11 -26.42 24.46  C125 1.090
129 H -14.12 -25.12 24.52  C125 1.090
130 H -12.81 -26.25 27.06  C126 1.090
131 H -14.58 -26.52 26.53  C126 1.090
132 H -14.02 -25.03 26.93  C126 1.090
133 H -12.90 -22.60 23.30  C127 1.090
134 H -13.21 -24.07 22.32  C127 1.090
135 H -11.79 -23.16 21.90  C127 1.090

Calculated values
- net charge = +1
- spin multiplicity = 2
- HOMO energy (alpha / beta) (eV) = -12.3033 / -12.3032
- M (g/mol) = 1117.4
- frontier orbital gap (alpha / beta) (eV) = 8.8 / 1.9
- ΔE to the lowest compared entry with this formula, charge and spin (eV) = 1.763

---

Record 2
Here is a 10-piece molecular cluster, C27H73NO19 overall in a non-equilibrium geometry from the Open Molecules 2025 dataset. Energies are from the ωB97M-V functional and the def2-TZVPD basis.

Each atom is followed by the atoms it is bonded to, with distances in Å.
Geometry (Å):
1 C 0.75 -1.03 -6.25  C2 1.522, O4 1.434, H5 1.099, H6 1.089
2 C 1.92 -0.94 -5.28  C1 1.522, O3 1.423, H7 1.093, H8 1.091
3 O 2.61 0.25 -5.66  C2 1.423, H9 0.960
4 O 1.16 -0.99 -7.62  C1 1.434, H10 0.963
5 H 0.12 -0.13 -6.20  C1 1.099
6 H 0.08 -1.87 -6.06  C1 1.089
7 H 2.50 -1.86 -5.41  C2 1.093
8 H 1.54 -0.82 -4.27  C2 1.091
9 H 3.21 0.54 -4.97  O3 0.960
10 H 1.53 -0.11 -7.75  O4 0.963
11 C 2.11 -1.13 -11.22  C12 1.530, O14 1.421, H15 1.092, H16 1.099
12 C 0.67 -1.26 -11.71  C11 1.530, O13 1.421, H17 1.094, H18 1.094
13 O 0.46 -0.62 -12.97  C12 1.421, H19 0.969
14 O 3.06 -1.78 -12.05  C11 1.421, H20 0.967
15 H 2.15 -1.37 -10.15  C11 1.092
16 H 2.29 -0.05 -11.26  C11 1.099
17 H -0.03 -0.95 -10.93  C12 1.094
18 H 0.40 -2.31 -11.83  C12 1.094
19 H 0.59 0.31 -12.74  O13 0.969
20 H 3.90 -1.46 -11.68  O14 0.967
21 C -3.45 -2.49 -12.23  C22 1.504, O24 1.415, H25 1.090, H26 1.101
22 C -3.29 -2.47 -13.73  C21 1.504, O23 1.419, H27 1.092, H28 1.092
23 O -1.95 -2.82 -14.02  C22 1.419, H29 0.966
24 O -2.74 -1.46 -11.58  C21 1.415, H30 0.976
25 H -3.11 -3.43 -11.80  C21 1.090
26 H -4.52 -2.52 -11.95  C21 1.101
27 H -3.65 -1.57 -14.23  C22 1.092
28 H -3.92 -3.27 -14.12  C22 1.092
29 H -1.29 -2.21 -13.67  O23 0.966
30 H -3.12 -0.58 -11.77  O24 0.976
31 C 3.26 3.18 -13.14  C32 1.530, O34 1.425, H35 1.088, H36 1.096
32 C 2.35 2.90 -14.33  C31 1.530, O33 1.401, H37 1.097, H38 1.103
33 O 1.12 2.31 -13.98  C32 1.401, H39 0.961
34 O 2.64 4.10 -12.26  C31 1.425, H40 0.963
35 H 4.19 3.59 -13.54  C31 1.088
36 H 3.41 2.26 -12.57  C31 1.096
37 H 2.89 2.39 -15.14  C32 1.097
38 H 2.15 3.88 -14.79  C32 1.103
39 H 0.59 2.11 -14.75  O33 0.961
40 H 1.69 4.04 -12.40  O34 0.963
41 C -1.43 0.33 -15.35  C42 1.518, O44 1.441, H45 1.091, H46 1.086
42 C -0.53 -0.65 -16.08  C41 1.518, O43 1.420, H47 1.091, H48 1.099
43 O 0.66 0.01 -16.47  C42 1.420, H49 0.966
44 O -1.96 1.20 -16.37  C41 1.441, H50 0.961
45 H -0.87 0.98 -14.68  C41 1.091
46 H -2.30 -0.12 -14.87  C41 1.086
47 H -0.99 -1.24 -16.88  C42 1.091
48 H -0.27 -1.41 -15.34  C42 1.099
49 H 1.38 -0.63 -16.35  O43 0.966
50 H -1.25 1.72 -16.76  O44 0.961
51 C 2.45 -4.74 -13.61  C52 1.492, O54 1.432, H55 1.098, H56 1.097
52 C 1.72 -5.99 -13.23  C51 1.492, O53 1.424, H57 1.095, H58 1.094
53 O 0.45 -6.13 -13.86  C52 1.424, H59 0.960
54 O 3.04 -4.80 -14.91  C51 1.432, H60 0.967
55 H 3.23 -4.57 -12.86  C51 1.098
56 H 1.80 -3.86 -13.54  C51 1.097
57 H 1.55 -5.92 -12.15  C52 1.095
58 H 2.38 -6.83 -13.45  C52 1.094
59 H 0.06 -6.97 -13.59  O53 0.960
60 H 2.90 -3.90 -15.25  O54 0.967
61 C -1.91 2.51 -12.28  C62 1.510, O64 1.429, H65 1.096, H66 1.093
62 C -3.36 2.15 -12.50  C61 1.510, O63 1.420, H67 1.090, H68 1.098
63 O -3.78 1.12 -11.62  C62 1.420, H69 0.966
64 O -1.76 3.21 -11.04  C61 1.429, H70 0.963
65 H -1.57 3.00 -13.19  C61 1.096
66 H -1.27 1.63 -12.23  C61 1.093
67 H -3.57 1.96 -13.56  C62 1.090
68 H -3.94 3.06 -12.31  C62 1.098
69 H -3.49 1.36 -10.73  O63 0.966
70 H -1.69 4.15 -11.27  O64 0.963
71 C 3.02 -2.59 -17.88  C72 1.538, O74 1.422, H75 1.093, H76 1.088
72 C 3.36 -1.51 -16.84  C71 1.538, O73 1.431, H77 1.096, H78 1.101
73 O 2.77 -1.93 -15.61  C72 1.431, H79 0.971
74 O 1.61 -2.73 -18.01  C71 1.422, H80 0.966
75 H 3.46 -3.51 -17.48  C71 1.093
76 H 3.35 -2.22 -18.85  C71 1.088
77 H 3.13 -0.46 -17.06  C72 1.096
78 H 4.45 -1.41 -16.78  C72 1.101
79 H 3.18 -1.44 -14.88  O73 0.971
80 H 1.26 -2.83 -17.11  O74 0.966
81 C 5.47 -0.20 -9.00  C82 1.536, O84 1.460, H85 1.088, H86 1.089
82 C 6.40 0.92 -9.47  C81 1.536, O83 1.402, H87 1.096, H88 1.096
83 O 7.74 0.54 -9.64  C82 1.402, H89 0.965
84 O 5.45 -1.10 -10.15  C81 1.460, H90 0.960
85 H 4.44 0.09 -8.83  C81 1.088
86 H 5.84 -0.78 -8.15  C81 1.089
87 H 6.42 1.78 -8.80  C82 1.096
88 H 5.99 1.33 -10.40  C82 1.096
89 H 7.80 -0.01 -10.42  O83 0.965
90 H 6.02 -1.85 -9.99  O84 0.960
91 C 7.91 1.70 -14.73  C92 1.558, H102 1.091, H103 1.096, H104 1.095
92 C 7.35 0.64 -15.72  C91 1.558, C93 1.554, N97 1.458, C101 1.517
93 C 8.58 0.10 -16.51  C92 1.554, C94 1.517, H105 1.097, H106 1.094
94 C 9.45 -0.91 -15.80  C93 1.517, C95 1.516, H107 1.095, H108 1.090
95 C 8.49 -2.00 -15.34  C94 1.516, C96 1.530, H109 1.096, H110 1.093
96 C 7.32 -1.56 -14.46  C95 1.530, N97 1.458, C99 1.536, C100 1.542
97 N 6.61 -0.44 -15.07  C92 1.458, C96 1.458, O98 1.417
98 O 5.56 0.08 -14.28  N97 1.417, H120 0.972
99 C 6.34 -2.74 -14.32  C96 1.536, H111 1.094, H112 1.094, H113 1.090
100 C 7.86 -1.26 -13.05  C96 1.542, H114 1.098, H115 1.093, H116 1.105
101 C 6.49 1.41 -16.71  C92 1.517, H117 1.086, H118 1.095, H119 1.092
102 H 8.22 2.65 -15.18  C91 1.091
103 H 8.80 1.42 -14.16  C91 1.096
104 H 7.19 1.94 -13.94  C91 1.095
105 H 8.25 -0.35 -17.45  C93 1.097
106 H 9.19 0.95 -16.83  C93 1.094
107 H 9.93 -0.38 -14.96  C94 1.095
108 H 10.24 -1.46 -16.30  C94 1.090
109 H 9.02 -2.74 -14.74  C95 1.096
110 H 8.08 -2.58 -16.17  C95 1.093
111 H 5.45 -2.44 -13.75  C99 1.094
112 H 5.84 -3.11 -15.22  C99 1.094
113 H 6.86 -3.57 -13.86  C99 1.090
114 H 7.22 -0.71 -12.35  C100 1.098
115 H 8.39 -2.07 -12.54  C100 1.093
116 H 8.70 -0.55 -12.95  C100 1.105
117 H 7.04 2.19 -17.22  C101 1.086
118 H 5.68 1.83 -16.10  C101 1.095
119 H 6.00 0.77 -17.45  C101 1.092
120 H 5.94 0.11 -13.39  O98 0.972

Calculated values
- HOMO energy (eV) = -8.8513
- structure (SMILES) = CC1(C)CCCC(C)(C)N1O.OCCO.OCCO.OCCO.OCCO.OCCO.OCCO.OCCO.OCCO.OCCO
- M (g/mol) = 715.9
- frontier orbital gap (eV) = 9.1
- ΔE to the lowest compared entry with this formula, charge and spin (eV) = 1.215